Record 1
Density functional theory data (ωB97M-V/def2-TZVPD) for a molecular structure, C7H3Cl3IrO7.

Geometry (Å):
Ir: 1.285 2.367 -0.600
Cl: -2.989 -3.601 -0.684
C: -2.130 -2.117 -0.441
C: -2.466 -1.307 0.658
C: -1.812 -0.128 0.883
Cl: -2.237 0.853 2.231
C: -0.768 0.310 0.027
O: -0.179 1.426 0.329
C: -0.453 -0.518 -1.074
C: 0.546 -0.162 -2.012
O: 1.299 0.831 -1.988
C: -1.147 -1.731 -1.297
H: -3.249 -1.620 1.335
H: 0.681 -0.830 -2.867
H: -0.884 -2.345 -2.149
O: 1.360 4.041 -0.675
O: 2.518 2.219 2.275
Cl: 2.629 0.902 1.761
O: 3.888 0.304 1.973
O: 1.545 0.068 2.128
O: 2.562 1.038 0.188

Computed properties:
Highest occupied orbital energy (alpha / beta) in eV: -9.18 / -9.35
Spin multiplicity: 2

Record 2
Density functional theory data (ωB97M-V/def2-TZVPD) for a molecular structure, C7H3EuNO4S.

Geometry (Å):
Eu: -0.631 -0.595 -0.926
O: -1.097 3.269 -1.325
C: -0.988 2.145 -1.556
C: 1.970 -1.383 -1.490
O: 3.060 -1.716 -1.355
C: -2.579 -2.201 -1.406
O: -3.449 -2.939 -1.348
C: -0.442 -0.405 -3.475
O: -0.456 -0.425 -4.622
S: -0.205 0.775 3.576
C: 1.427 0.833 2.942
C: 1.408 0.500 1.616
N: 0.141 0.198 1.110
C: -0.824 0.294 2.041
H: 2.302 1.086 3.535
H: 2.224 0.453 0.908
H: -1.862 0.109 1.775

Computed properties:
Highest occupied orbital energy (alpha / beta) in eV: -16.90 / -16.94
Net charge: +2
Spin multiplicity: 8

Record 3
Density functional theory data (ωB97M-V/def2-TZVPD) for a molecular structure, C7H3F15NO15S5Zn.

Geometry (Å):
Zn: 0.160 0.361 -0.219
C: 0.240 -0.517 -4.772
F: 1.136 -1.441 -4.392
F: 0.872 0.442 -5.483
F: -0.481 -1.162 -5.702
S: -0.824 0.146 -3.319
O: 0.090 0.250 -2.154
O: -1.383 1.484 -3.579
O: -1.888 -0.895 -3.102
C: -4.207 1.386 0.820
F: -5.302 2.003 0.410
F: -3.504 2.105 1.686
F: -4.572 0.263 1.454
S: -3.127 0.820 -0.723
O: -3.233 1.935 -1.702
O: -1.732 0.650 -0.255
O: -3.774 -0.362 -1.396
C: -0.352 1.246 4.210
F: -0.461 0.843 5.459
F: -1.529 1.718 3.808
F: 0.526 2.238 4.162
S: 0.334 -0.222 3.070
O: 1.756 -0.302 3.335
O: -0.401 -1.386 3.347
O: 0.083 0.253 1.709
C: 3.908 -1.716 -0.907
F: 5.169 -2.055 -0.664
F: 3.880 -1.180 -2.116
F: 3.042 -2.766 -0.698
S: 3.460 -0.219 0.206
O: 3.574 -0.742 1.587
O: 4.448 0.887 -0.142
O: 2.063 0.145 -0.053
C: -0.693 -4.236 0.506
F: 0.566 -4.390 0.589
F: -1.275 -5.319 -0.026
F: -1.251 -3.991 1.685
S: -0.905 -2.778 -0.816
O: -2.338 -2.771 -1.177
O: -0.372 -1.585 -0.163
O: -0.143 -3.110 -1.988
C: 1.619 4.273 1.587
C: 0.974 3.321 0.701
N: 0.466 2.513 0.031
H: 1.744 5.192 1.015
H: 2.679 4.097 1.772
H: 0.957 4.575 2.398

Computed properties:
Highest occupied orbital energy in eV: -0.60
Net charge: -3

What did we get for maximum force? Answer: 0.004 0.103 0.110 Eh/bohr, in the order shown.
What did we get for electronic energy? Answer: -62035.3156 -47134.5642 -182866.3544 eV, in the order shown.
What did we get for ΔE to the lowest compared entry with this formula, charge and spin? Answer: 0.0 0.0 402.9 kJ/mol, in the order shown.